Formula: C4HN3O
Source: the Open Molecules 2025 dataset
Level of theory: ωB97M-V/def2-TZVPD

```
9
Properties=species:S:1:pos:R:3:forces:R:3
N 3.15614 0.17575 0.13603 -0.35 -0.14 -0.18
C 2.03162 0.02826 -0.05942 1.24 0.78 -0.03
C 0.63205 -0.06381 -0.17136 -1.03 -2.55 0.82
N 0.07398 -1.22997 -0.10426 -1.04 1.45 -0.32
C -1.38930 -0.85426 0.01828 0.12 -0.95 0.58
N -1.68349 0.36961 0.12312 0.78 -0.25 -0.24
C -0.40391 1.01389 -0.01842 -0.82 1.59 -0.42
O -0.26126 2.19246 -0.06571 0.43 -0.05 0.13
H -2.15583 -1.63193 0.14175 0.67 0.11 -0.35
```
Forces are in eV/Å.

Computed properties:
**SMILES**: N#CC1=NC=NC1=O
**HOMO level**: -11.567 eV
**F_max**: 2.87 eV Å⁻¹
**E_LUMO**: -0.0922 hartree
**Energy relative to the best compared isomer or geometry (same formula, charge and spin)**: 5.52 kcal/mol